[1]
The following is a quantum chemistry calculation of the ion C8H14ClN2O2 with charge +1 in a non-equilibrium geometry, from the Open Molecules 2025 dataset.

Each line ends with the Mulliken charge.
Element x y z (Å)
C: 3.51 2.17 0.74  -0.800
O: 2.62 0.98 0.50  -0.290
C: 1.67 0.78 1.26  0.594
O: 1.15 1.34 2.16  -0.486
C: 0.92 -0.62 0.80  -0.079
C: 0.97 -0.75 -0.77  -1.000
C: -0.40 -0.20 -1.19  -0.843
C: -1.34 -0.56 -0.01  1.137
C: -1.89 -1.99 0.09  -1.451
C: -2.44 0.50 0.21  -1.713
N: -0.42 -0.57 1.14  1.258
N: -0.58 -0.38 2.36  -0.968
Cl: -1.95 0.08 3.27  0.056
H: 4.38 1.96 0.22  0.298
H: 3.55 2.51 1.77  0.346
H: 3.10 2.92 0.19  0.399
H: 1.54 -1.41 1.28  0.368
H: 0.88 -1.73 -0.99  0.479
H: 1.80 -0.16 -1.15  0.430
H: -0.50 0.89 -1.36  0.376
H: -0.61 -0.68 -2.09  0.436
H: -2.68 -2.16 -0.59  0.477
H: -2.27 -2.30 1.06  0.343
H: -1.09 -2.72 -0.22  0.339
H: -2.05 1.54 0.48  0.373
H: -3.13 0.18 1.06  0.507
H: -3.06 0.44 -0.71  0.416

Its total charge is +1. The calculation puts the frontier orbital gap at 9.178 eV. For the total energy, the calculation gives -1033.02997 Eh. The LUMO energy comes out at -4.997 eV. As for the energy above the lowest of the compared OMol25 structures with the same formula, charge and spin: 0.45 kcal per mole.

---

[2]
The following is a quantum chemistry calculation of a cluster of 2 separate species, C8H14ClN3 in total in a non-equilibrium geometry, from the Open Molecules 2025 dataset.

Each line ends with the Mulliken charge.
Element x y z (Å)
C: 1.99 0.41 1.46  -0.692
N: 1.45 1.77 1.26  0.174
C: 2.39 2.87 1.00  -0.983
C: 0.16 1.95 1.22  0.315
Cl: -0.57 3.46 0.94  -0.084
H: 3.01 0.52 1.84  0.354
H: 1.37 -0.14 2.18  0.257
H: 2.00 -0.15 0.52  0.314
H: 3.39 2.45 1.09  0.342
H: 2.23 3.28 0.00  0.373
H: 2.25 3.67 1.74  0.359
H: -0.52 1.11 1.38  0.144
C: -1.59 -1.67 1.54  -0.978
C: -1.29 -1.41 0.13  0.384
N: -1.90 -2.07 -0.90  -0.790
C: -1.37 -1.55 -2.05  0.578
C: -1.77 -1.99 -3.41  -1.022
C: -0.41 -0.56 -1.67  -0.707
N: -0.38 -0.49 -0.32  -0.123
H: -0.91 -1.10 2.18  0.162
H: -2.63 -1.38 1.76  0.215
H: -1.48 -2.74 1.76  0.317
H: -1.19 -1.44 -4.16  0.262
H: -1.59 -3.07 -3.55  0.243
H: -2.84 -1.81 -3.59  0.238
H: 0.20 0.04 -2.35  0.345

The calculation puts the frontier orbital gap at 4.719 eV. For the total energy, the calculation gives -937.59340 Eh. The LUMO energy comes out at -1.145 eV. As for the energy above the lowest of the compared OMol25 structures with the same formula, charge and spin: 28.87 kcal per mole.

---

[3]
The following is a quantum chemistry calculation of an isolated molecule of C8H14FNO2S in a non-equilibrium geometry, from the Open Molecules 2025 dataset.

Each line ends with the Mulliken charge.
Element x y z (Å)
C: -2.77 -0.70 -1.24  -1.722
C: -2.16 -0.36 0.21  1.716
C: -3.01 -1.04 1.20  -1.435
C: -1.91 1.11 0.57  -1.496
O: -0.86 -1.00 0.36  -0.397
C: 0.19 -0.75 -0.41  0.559
O: 0.14 -0.06 -1.38  -0.563
N: 1.27 -1.57 -0.05  -0.310
S: 2.76 -1.28 -0.83  -0.086
C: 3.28 0.23 0.20  0.594
F: 3.17 -0.01 1.54  -0.313
C: 4.37 1.11 -0.35  -0.661
C: 3.00 1.59 -0.42  -0.482
H: -2.22 -0.34 -2.10  0.322
H: -2.86 -1.82 -1.27  0.426
H: -3.80 -0.37 -1.32  0.464
H: -2.19 -1.58 1.72  0.352
H: -3.89 -1.57 0.70  0.301
H: -3.23 -0.44 2.07  0.398
H: -1.53 1.13 1.60  0.402
H: -1.18 1.74 -0.10  0.295
H: -2.93 1.57 0.41  0.383
H: 1.25 -2.05 0.80  0.263
H: 4.79 0.82 -1.24  0.286
H: 5.03 1.61 0.36  0.246
H: 2.70 2.34 0.32  0.227
H: 2.59 1.69 -1.35  0.231

The calculation puts the frontier orbital gap at 9.978 eV. For the total energy, the calculation gives -1016.44603 Eh. The LUMO energy comes out at 0.750 eV. As for the energy above the lowest of the compared OMol25 structures with the same formula, charge and spin: 0.00 kcal per mole.